Run i
# C3H6

One molecule with the formula C3H6 (ωB97M-V/def2-TZVPD, OMol25).

The geometry in ORCA input format:
```
! wB97M-V def2-TZVPD RIJCOSX def2/J DEFGRID3
* xyz 0 1
C -0.08 0.85 -0.30
C -0.33 -0.70 -0.43
C 0.46 -0.11 0.72
H -0.97 1.41 -0.12
H 0.54 1.31 -1.01
H 0.28 -1.22 -1.15
H -1.23 -1.26 -0.20
H -0.20 -0.10 1.67
H 1.53 -0.18 0.82
*
```

Properties
structure (SMILES): C1CC1
HOMO energy: -10.28 eV
gap between HOMO and LUMO: 11.701 eV

Run ii
# C3H6

One molecule with the formula C3H6 (ωB97M-V/def2-TZVPD, OMol25).

The geometry in ORCA input format:
```
! wB97M-V def2-TZVPD RIJCOSX def2/J DEFGRID3
* xyz 0 1
C -0.75 -0.21 0.36
C 0.07 0.01 -0.86
C 0.68 0.19 0.51
H -1.03 -1.23 0.64
H -1.53 0.52 0.57
H -0.10 0.90 -1.46
H 0.39 -0.86 -1.46
H 1.39 -0.54 0.88
H 0.88 1.21 0.82
*
```

Properties
structure (SMILES): C1CC1
HOMO energy: -10.64 eV
gap between HOMO and LUMO: 12.088 eV

Stability summary: most stable run ii, least stable run i.

Run i
# C4H5NOS

One molecule with the formula C4H5NOS (ωB97M-V/def2-TZVPD, OMol25).

The geometry in ORCA input format:
```
! wB97M-V def2-TZVPD RIJCOSX def2/J DEFGRID3
* xyz 0 1
C -0.20 -0.37 -1.88
C 0.19 -0.11 -0.42
C 1.49 -0.49 0.00
C 2.64 -0.75 0.19
H -1.80 0.45 -1.33
H 0.52 0.31 -2.34
H 0.00 -1.40 -2.20
H -0.24 -0.63 2.31
H 3.63 -1.05 0.44
N -0.75 0.38 0.26
O -1.51 0.01 -2.17
S -0.60 0.62 1.95
*
```

Properties
structure (SMILES): C#C/C(CO)=N\S
HOMO energy: -9.10 eV
gap between HOMO and LUMO: 9.102 eV

Run ii
# C4H5NOS

C4H5NOS as an isolated structure (ωB97M-V/def2-TZVPD, OMol25).

The geometry in ORCA input format:
```
! wB97M-V def2-TZVPD RIJCOSX def2/J DEFGRID3
* xyz 0 1
C -0.22 -0.40 0.44
C -1.38 -0.47 -0.44
C -0.84 0.01 -1.63
C 0.79 -0.06 -0.33
H -0.64 0.52 2.49
H 1.05 -0.69 1.93
H -2.45 -0.74 -0.32
H -1.39 0.14 -2.61
H 2.45 1.71 0.29
N -0.21 -0.56 1.82
O 0.43 0.14 -1.68
S 2.40 0.40 0.05
*
```

Properties
HOMO energy: -8.74 eV
gap between HOMO and LUMO: 9.242 eV

Stability summary: most stable run i, least stable run ii.

Run i
# C4H5NOS

One molecule with the formula C4H5NOS (ωB97M-V/def2-TZVPD, OMol25).

The geometry in ORCA input format:
```
! wB97M-V def2-TZVPD RIJCOSX def2/J DEFGRID3
* xyz 0 1
C -0.04 1.26 0.95
C 0.28 -1.58 -0.58
C 0.23 -0.09 -1.00
C -0.72 0.61 -0.15
H 0.73 1.84 0.64
H -0.89 1.69 1.46
H 0.07 -2.50 -1.24
H 1.34 0.12 -0.94
H -1.65 0.03 0.09
N 0.51 -1.78 0.70
O -0.47 0.82 -1.67
S 0.60 -0.44 1.73
*
```

Properties
structure (SMILES): C1=NSC[C@H]2O[C@H]12
HOMO energy: -8.94 eV
gap between HOMO and LUMO: 9.778 eV

Run ii
# C4H5NOS

One molecule with the formula C4H5NOS (ωB97M-V/def2-TZVPD, OMol25).

The geometry in ORCA input format:
```
! wB97M-V def2-TZVPD RIJCOSX def2/J DEFGRID3
* xyz 0 1
C 2.19 -0.12 0.40
C 0.81 -0.17 -0.15
C -1.33 0.68 -0.48
C -1.42 -0.83 0.13
H 2.65 -0.94 1.29
H 2.94 0.72 -0.27
H 0.50 1.62 -0.85
H -1.67 -0.81 1.18
H -2.09 -1.45 -0.52
N 0.07 0.81 -0.76
O -0.01 -1.24 0.18
S -2.64 1.71 -0.16
*
```

Properties
structure (SMILES): C=C1NC(=S)CO1
HOMO energy: -8.36 eV
gap between HOMO and LUMO: 7.919 eV

Run iii
# C4H5NOS

A 2-piece molecular cluster, C4H5NOS overall (ωB97M-V/def2-TZVPD, OMol25).

The geometry in ORCA input format:
```
! wB97M-V def2-TZVPD RIJCOSX def2/J DEFGRID3
* xyz 0 1
C -1.89 1.22 -0.18
C -1.85 -0.83 -0.71
C -0.66 0.67 0.06
C 2.47 -0.43 0.63
N -0.64 -0.62 -0.33
O -2.66 0.17 -0.54
S 2.07 1.35 0.06
H -2.23 2.29 -0.04
H -2.37 -1.71 -1.04
H 2.79 -1.01 -0.22
H 1.59 -0.84 1.17
H 3.37 -0.25 1.14
*
```

Properties
HOMO energy (alpha / beta): -8.91 / -8.90 eV
gap between HOMO and LUMO (alpha / beta): 7.027 / 7.024 eV

Run iv
# C4H5NOS

C4H5NOS as an isolated structure (ωB97M-V/def2-TZVPD, OMol25).

The geometry in ORCA input format:
```
! wB97M-V def2-TZVPD RIJCOSX def2/J DEFGRID3
* xyz 0 1
C 0.62 0.98 0.02
C 0.60 -0.01 -1.10
C -0.27 -1.09 -1.24
C -1.38 -1.27 -0.12
H 0.22 1.15 3.16
H 0.79 2.05 -0.59
H 1.37 0.40 -1.88
H -0.49 -1.94 -2.00
H -1.21 -2.48 0.59
N 0.63 0.63 1.17
O -2.24 -0.29 -0.04
S 1.36 1.87 2.03
*
```

Properties
HOMO energy: -8.92 eV
gap between HOMO and LUMO: 8.559 eV

Stability summary: most stable run ii, least stable run iv.

Run i
# C4H5NOS

C4H5NOS as an isolated structure (ωB97M-V/def2-TZVPD, OMol25).

The geometry in ORCA input format:
```
! wB97M-V def2-TZVPD RIJCOSX def2/J DEFGRID3
* xyz 0 1
C 0.92 -0.82 -1.20
C 1.43 -1.15 -0.01
C -0.49 -0.74 -1.09
C -0.89 1.94 1.22
N -1.00 -0.82 0.11
O -1.59 2.49 0.44
S 0.16 -1.25 1.16
H 1.48 -0.88 -2.18
H 2.40 -1.61 0.28
H -1.24 -0.44 -1.90
H -1.24 1.77 2.30
H 0.07 1.50 0.87
*
```

Properties
HOMO energy: -9.72 eV
gap between HOMO and LUMO: 10.343 eV

Run ii
# C4H5NOS

One molecule with the formula C4H5NOS (ωB97M-V/def2-TZVPD, OMol25).

The geometry in ORCA input format:
```
! wB97M-V def2-TZVPD RIJCOSX def2/J DEFGRID3
* xyz 0 1
C -2.05 1.13 -0.23
C -0.31 -0.72 -0.03
C 0.92 -1.15 0.03
C 2.12 -0.35 0.22
H -2.01 2.15 -0.60
H -0.18 1.27 -0.11
H -1.13 -1.33 0.09
H 0.83 -2.29 0.05
H 3.00 -0.95 0.89
N -0.83 0.60 -0.19
O -3.02 0.46 0.06
S 2.67 1.20 -0.20
*
```

Properties
structure (SMILES): O=CN/C=C\C=S
HOMO energy: -9.03 eV
gap between HOMO and LUMO: 7.886 eV

Run iii
# C4H5NOS

C4H5NOS as an isolated structure (ωB97M-V/def2-TZVPD, OMol25).

The geometry in ORCA input format:
```
! wB97M-V def2-TZVPD RIJCOSX def2/J DEFGRID3
* xyz 0 1
C -0.45 0.55 1.28
C 0.77 -0.50 -0.69
C -0.49 -1.22 -1.04
C -0.54 -0.13 -0.07
H 0.82 2.47 1.54
H 1.18 -1.23 0.08
H -0.81 -1.06 -2.07
H -0.46 -2.44 -1.00
H -0.95 0.67 -0.79
N 0.61 1.32 0.90
O -1.20 0.52 2.30
S 1.54 1.05 -0.44
*
```

Properties
HOMO energy: -8.58 eV
gap between HOMO and LUMO: 8.834 eV

Stability summary: most stable run i, least stable run iii.

Run i
# C4H5NOS

C4H5NOS as an isolated structure (ωB97M-V/def2-TZVPD, OMol25).

The geometry in ORCA input format:
```
! wB97M-V def2-TZVPD RIJCOSX def2/J DEFGRID3
* xyz 0 1
C 2.06 -0.67 -0.06
C 0.66 0.00 -0.03
C -1.48 0.30 -0.24
C -0.81 1.52 -0.16
H 2.32 -0.82 1.24
H 2.82 -0.32 -0.82
H 1.80 -1.76 -0.46
H -3.03 -1.50 0.52
H -1.25 2.57 0.17
N -0.44 -0.57 -0.17
O 0.51 1.40 0.05
S -3.16 -0.17 -0.04
*
```

Properties
HOMO energy: -8.33 eV
gap between HOMO and LUMO: 9.114 eV

Run ii
# C4H5NOS

C4H5NOS as an isolated structure (ωB97M-V/def2-TZVPD, OMol25).

The geometry in ORCA input format:
```
! wB97M-V def2-TZVPD RIJCOSX def2/J DEFGRID3
* xyz 0 1
C -2.26 -1.88 0.25
C -1.44 -1.13 0.95
C -0.37 -0.29 0.36
C 0.90 0.47 -1.39
H -2.18 -2.02 -0.83
H -2.95 -2.46 0.78
H -1.60 -1.00 1.99
H 1.65 -0.10 -1.85
H 0.49 1.12 -2.10
N 0.32 0.53 1.08
O -0.19 -0.37 -0.95
S 1.43 1.29 0.06
*
```

Properties
HOMO energy: -8.08 eV
gap between HOMO and LUMO: 8.833 eV

Stability summary: most stable run ii, least stable run i.

Run i
# C18H20O4

One molecule with the formula C18H20O4 (ωB97M-V/def2-TZVPD, OMol25).

The geometry in ORCA input format:
```
! wB97M-V def2-TZVPD RIJCOSX def2/J DEFGRID3
* xyz 0 1
O 3.02 2.64 -2.51
O -0.29 3.83 -1.17
O -0.14 -1.56 -1.35
O 1.15 -2.37 0.47
C 2.42 2.69 -1.44
C -3.82 1.76 -1.85
C -3.85 0.43 -1.93
C 1.08 1.88 -1.36
C 1.05 0.33 -1.32
C -2.67 2.56 -1.63
C -2.63 -0.23 -1.95
C -0.20 2.53 -1.43
C -0.15 -0.21 -1.60
C -1.41 1.86 -1.52
C -1.40 0.45 -1.69
C 2.83 3.63 -0.32
C -0.26 -1.47 3.96
C -0.07 -2.96 0.97
C 1.20 -1.98 -0.93
C 2.04 -0.71 -1.15
C 0.66 -2.64 3.58
C 0.32 -3.59 2.44
H 0.04 4.32 -1.98
H -4.73 2.29 -1.78
H -4.77 -0.23 -1.88
H -2.73 3.69 -1.43
H -2.78 -1.32 -2.04
H 2.02 4.11 0.21
H 3.38 3.14 0.56
H 3.44 4.41 -0.74
H -1.35 -1.66 4.08
H 0.13 -1.01 4.86
H -0.16 -0.54 3.31
H -0.86 -2.19 0.99
H -0.38 -3.78 0.38
H 1.54 -2.86 -1.50
H 2.68 -0.44 -0.30
H 2.63 -0.92 -2.04
H 1.72 -2.24 3.51
H 0.72 -3.30 4.45
H -0.58 -4.13 2.68
H 1.16 -4.25 2.39
*
```

Properties
structure (SMILES): CCCCO[C@@H]1Cc2c(C(C)=O)c(O)c3ccccc3c2O1
HOMO energy: -7.71 eV
gap between HOMO and LUMO: 7.993 eV

Run ii
# C18H20O4

One molecule with the formula C18H20O4 (ωB97M-V/def2-TZVPD, OMol25).

The geometry in ORCA input format:
```
! wB97M-V def2-TZVPD RIJCOSX def2/J DEFGRID3
* xyz 0 1
C -7.75 -0.20 -1.53
C -7.43 -0.09 -0.04
H -7.63 0.92 0.32
H -8.01 -0.82 0.54
O -6.06 -0.42 0.22
C -5.16 0.56 0.03
O -5.46 1.68 -0.33
C -3.78 0.12 0.32
C -3.48 -1.18 0.74
C -2.18 -1.53 1.00
C -1.14 -0.61 0.84
C -1.44 0.68 0.42
C -2.75 1.04 0.16
H -2.99 2.04 -0.16
H -0.66 1.42 0.28
O 0.10 -1.07 1.14
C 1.21 -0.21 1.03
C 1.61 0.08 -0.43
O 2.83 -0.52 -0.80
C 4.00 0.01 -0.33
C 4.11 1.10 0.51
C 5.36 1.54 0.90
C 6.51 0.90 0.46
C 6.41 -0.20 -0.38
C 5.16 -0.64 -0.77
H 5.05 -1.49 -1.42
C 7.65 -0.89 -0.87
H 8.32 -1.09 -0.04
H 7.41 -1.82 -1.36
H 8.18 -0.25 -1.57
H 7.48 1.26 0.78
H 5.44 2.40 1.56
H 3.23 1.62 0.88
H 0.87 -0.38 -1.10
H 1.64 1.15 -0.63
H 1.02 0.72 1.59
H 2.02 -0.76 1.52
H -1.93 -2.53 1.33
H -4.28 -1.89 0.86
H -8.81 0.00 -1.69
H -7.51 -1.19 -1.90
H -7.17 0.54 -2.08
*
```

Properties
structure (SMILES): CCOC(=O)c1ccc(OCCOc2cccc(C)c2)cc1
HOMO energy: -8.57 eV
gap between HOMO and LUMO: 9.274 eV

Stability summary: most stable run ii, least stable run i.

Run i
# C5H10OS

One molecule with the formula C5H10OS (ωB97M-V/def2-TZVPD, OMol25).

The geometry in ORCA input format:
```
! wB97M-V def2-TZVPD RIJCOSX def2/J DEFGRID3
* xyz 0 1
O -1.41 2.14 1.82
C -0.27 1.79 1.89
C 0.61 0.88 1.07
C -0.13 -0.48 0.72
C -1.15 -0.22 -0.40
S -0.70 -0.21 -2.19
C 0.79 -1.11 -2.19
H 0.39 2.18 2.69
H 1.54 0.72 1.59
H 0.80 1.25 0.06
H 0.54 -1.31 0.51
H -0.55 -0.78 1.68
H -1.81 -1.10 -0.24
H -2.05 0.38 -0.22
H 1.53 -1.16 -1.39
H 0.53 -2.18 -2.30
H 1.34 -0.78 -3.08
*
```

Properties
structure (SMILES): CSCCCC=O
HOMO energy: -8.41 eV
gap between HOMO and LUMO: 9.176 eV

Run ii
# C5H10OS

A 2-piece molecular cluster, C5H10OS overall (ωB97M-V/def2-TZVPD, OMol25).

The geometry in ORCA input format:
```
! wB97M-V def2-TZVPD RIJCOSX def2/J DEFGRID3
* xyz 0 1
C -1.86 1.14 -1.60
C 1.05 0.01 0.99
C 0.83 -0.77 0.02
C 0.37 -0.09 2.30
C 1.40 -0.74 -1.38
O -2.60 0.43 0.77
S -2.68 0.08 -0.67
H -2.01 1.15 -2.74
H -1.35 1.92 -1.23
H 1.86 0.85 1.02
H 0.07 -1.57 0.05
H -0.34 0.77 2.40
H 1.06 -0.11 3.09
H -0.33 -0.95 2.25
H 0.65 -0.29 -2.02
H 1.66 -1.73 -1.75
H 2.23 -0.10 -1.48
*
```

Properties
HOMO energy: -9.32 eV
gap between HOMO and LUMO: 8.965 eV

Run iii
# C5H10OS

A 3-piece molecular cluster, C5H10OS overall (ωB97M-V/def2-TZVPD, OMol25).

The geometry in ORCA input format:
```
! wB97M-V def2-TZVPD RIJCOSX def2/J DEFGRID3
* xyz 0 1
O -2.15 -1.27 -0.95
C -1.13 -1.67 -0.66
C -0.06 1.32 -0.95
C -0.04 1.63 0.49
C -0.82 1.04 1.39
S 2.49 -0.17 0.21
C 1.34 -1.43 -0.09
H -0.96 -2.10 0.39
H -0.31 0.26 -1.04
H 0.90 1.53 -1.41
H -0.77 1.98 -1.46
H 0.70 2.29 0.85
H -0.89 1.53 2.36
H -1.29 0.08 1.27
H 1.79 -2.30 -0.51
H 0.75 -1.66 0.82
H 0.46 -1.05 -0.72
*
```

Properties
HOMO energy: -8.02 eV
gap between HOMO and LUMO: 5.551 eV

Stability summary: most stable run i, least stable run iii.